A cluster of 10 separate species, C40H62O19 in total in a non-equilibrium geometry, computed with ωB97M-V/def2-TZVPD.

HOMO-LUMO gap, eV: 9.37
SMILES: O=C1CCCO1.O=C1CCCO1.O=C1CCCO1.O=C1CCCO1.O=C1CCCO1.O=C1CCCO1.O=C1CCCO1.O=C1CCCO1.O=C1CCCO1.C1CCOC1
LUMO, eV: -0.1165
HOMO level, eV: -9.49
Electronic energy, eV: -81389.559

CARTESIAN COORDINATES (ANGSTROEM)
O: 5.2139 -0.3951 2.7638
C: 4.2631 0.1189 3.2835
C: 2.7977 -0.2518 3.0737
C: 2.0664 0.8869 3.7356
C: 3.1126 1.4821 4.6807
O: 4.3879 1.1839 4.0915
H: 2.6413 -0.3464 2.0013
H: 2.6198 -1.1996 3.5849
H: 1.8101 1.6462 2.9912
H: 1.1297 0.6349 4.2273
H: 2.9720 2.5570 4.7984
H: 3.0600 1.0835 5.6961
O: -4.6258 -3.2554 2.0384
C: -4.6646 -2.8590 0.9154
C: -4.3032 -1.4761 0.3522
C: -3.9055 -1.8258 -1.0563
C: -4.7226 -3.0732 -1.3952
O: -4.8620 -3.7213 -0.1245
H: -5.1292 -0.7756 0.4794
H: -3.5004 -1.1330 1.0057
H: -4.0900 -1.0248 -1.7713
H: -2.8416 -2.0604 -1.0053
H: -5.7012 -2.8239 -1.8071
H: -4.1847 -3.7357 -2.0687
O: 3.0311 -5.0596 -1.7163
C: 2.2975 -4.4574 -2.4378
C: 0.7655 -4.4753 -2.5213
C: 0.5249 -3.2562 -3.3919
C: 1.7421 -3.2450 -4.2982
O: 2.7900 -3.6832 -3.4385
H: 0.5503 -5.3915 -3.0737
H: 0.5459 -4.4918 -1.4551
H: -0.4586 -3.1931 -3.8542
H: 0.6196 -2.3199 -2.8295
H: 1.6223 -3.9886 -5.0944
H: 1.9495 -2.2725 -4.7340
O: -0.4582 0.0622 1.9616
C: -0.2726 -0.3189 0.8416
C: -0.6577 0.2983 -0.4917
C: -0.1855 -0.7444 -1.5273
C: 0.6057 -1.8088 -0.7229
O: 0.4468 -1.4505 0.6489
H: -1.7315 0.4788 -0.5143
H: -0.1393 1.2531 -0.5904
H: -1.1111 -1.2095 -1.8599
H: 0.4100 -0.3235 -2.3310
H: 0.1400 -2.7847 -0.8490
H: 1.6784 -1.7379 -0.9022
O: -3.5540 1.5969 -2.1695
C: -4.1664 2.3326 -1.4519
C: -5.0088 3.5332 -1.8372
C: -5.4016 4.1321 -0.5127
C: -5.1581 3.0523 0.5289
O: -4.2596 2.1345 -0.1125
H: -4.4765 4.2205 -2.4906
H: -5.8567 3.1425 -2.4036
H: -4.8196 5.0161 -0.2513
H: -6.4524 4.4215 -0.5526
H: -4.7844 3.5257 1.4320
H: -6.0860 2.5222 0.7507
O: 3.4125 -0.3078 -0.4670
C: 4.2450 -1.1014 -0.8177
C: 5.4526 -1.6382 -0.0750
C: 5.9896 -2.7576 -0.9492
C: 5.4130 -2.4146 -2.3360
O: 4.2452 -1.6084 -2.0672
H: 6.1599 -0.8145 0.0351
H: 5.2185 -1.9843 0.9283
H: 7.0784 -2.7419 -0.9475
H: 5.6387 -3.7619 -0.7190
H: 6.1156 -1.7969 -2.8952
H: 5.2073 -3.3605 -2.8237
O: -2.1828 1.4646 5.1333
C: -1.8573 2.0879 4.1715
C: -2.6532 2.4573 2.9179
C: -1.6544 3.2605 2.0915
C: -0.6645 3.7677 3.1396
O: -0.7278 2.8424 4.2100
H: -2.9940 1.5580 2.4111
H: -3.4916 3.0737 3.2442
H: -1.2316 2.5761 1.3562
H: -2.1191 4.0815 1.5444
H: 0.3553 3.8470 2.7673
H: -0.9990 4.7389 3.5139
O: 0.0061 -1.3495 7.0051
C: -0.4760 -1.7708 5.9934
C: -1.9553 -1.8285 5.6306
C: -1.9370 -2.0304 4.1321
C: -0.5908 -2.7193 3.9173
O: 0.2571 -2.2458 4.9770
H: -2.3215 -2.6773 6.2149
H: -2.4753 -0.9301 5.9497
H: -2.6810 -2.7295 3.7408
H: -2.0735 -1.1315 3.5347
H: -0.6345 -3.8037 4.0356
H: -0.1832 -2.4751 2.9385
O: 5.5457 4.4434 0.3218
C: 4.6448 3.6853 0.1392
C: 4.1599 2.5457 1.0027
C: 2.7264 2.4375 0.4868
C: 2.8655 2.7601 -0.9826
O: 3.9042 3.7472 -1.0211
H: 4.7146 1.6370 0.7575
H: 4.1536 2.6838 2.0784
H: 2.2129 1.4959 0.6858
H: 2.1033 3.2281 0.9210
H: 3.1279 1.8566 -1.5382
H: 1.9615 3.2376 -1.3617
C: -1.7110 1.2296 -5.6932
C: -0.5310 2.1709 -5.5885
C: 0.6471 1.2295 -5.3942
O: 0.1024 0.0087 -4.9161
C: -1.3159 0.1436 -4.7061
H: -1.8282 0.7820 -6.6836
H: -2.7025 1.6138 -5.4443
H: -0.7360 2.8761 -4.7772
H: -0.4040 2.8363 -6.4451
H: 1.3393 1.6502 -4.6582
H: 1.2085 1.1783 -6.3294
H: -1.5129 0.4244 -3.6669
H: -1.7923 -0.8242 -4.8622